#i
# CHN2O4

A structure of composition CHN2O4 (ωB97M-V/def2-TZVPD, the OMol25 dataset).

Output
Frontier orbital gap ... 9.66 eV
E_LUMO ... 4.1 eV

Structure (ORCA input):
```
! RIJCOSX wB97M-V def2-TZVPD def2/J DEFGRID3
* xyz -1 1
C 1.26 -0.68 0.10
N -0.08 0.02 -0.38
N -0.97 0.76 0.18
O 1.49 -0.38 1.23
O 1.72 -1.37 -0.77
O -0.47 1.66 0.87
O -2.16 0.64 0.03
H -0.79 -0.65 -1.27
*
```


#ii
# CHN2O4

A cluster of 2 separate species, CHN2O4 in total (ωB97M-V/def2-TZVPD, the OMol25 dataset).

Output
Frontier orbital gap (alpha / beta) ... 6.68 / 9.05 eV
E_LUMO (alpha / beta) ... 2.6 / 3.9 eV

Structure (ORCA input):
```
! RIJCOSX wB97M-V def2-TZVPD def2/J DEFGRID3
* xyz -1 1
C -0.53 -1.26 -0.80
N 0.73 -1.62 -0.36
N 2.37 0.08 0.04
O -0.94 -2.43 -1.00
O -1.05 -0.16 -0.93
O 3.42 -0.30 -0.49
O 2.19 0.66 1.08
H 0.82 -1.85 0.68
*
```


Verdict on stability: #ii comes out at the bottom.


#i
# C5H15NOS

A cluster of 3 separate species, C5H15NOS in total (ωB97M-V/def2-TZVPD, the OMol25 dataset).

Output
Frontier orbital gap ... 6.61 eV
E_LUMO ... -1.6 eV

Structure (ORCA input):
```
! RIJCOSX wB97M-V def2-TZVPD def2/J DEFGRID3
* xyz 0 1
C 1.50 0.22 -0.94
C 0.61 -0.74 -1.71
S 0.31 -2.39 -0.83
C 1.07 0.20 0.53
N -0.27 0.82 0.72
C -1.21 0.23 1.64
C -0.14 2.24 0.81
H 1.37 1.23 -1.39
H 2.56 -0.13 -1.17
H -0.41 -0.25 -1.92
H 1.08 -1.10 -2.65
H 2.35 -2.20 -0.37
H 1.88 0.63 1.18
H 0.98 -0.84 0.90
H -2.16 0.70 1.51
H -1.23 -0.87 1.43
H -0.98 0.18 2.78
H 0.84 2.42 0.35
H -0.98 2.67 0.36
H 0.14 2.46 1.86
H -1.68 -1.74 -1.20
H -3.03 -2.30 -0.92
O -2.59 -1.47 -0.99
*
```


#ii
# C5H15NOS

A cluster of 2 separate species, C5H15NOS in total (ωB97M-V/def2-TZVPD, the OMol25 dataset).

Output
Frontier orbital gap ... 9.78 eV
SMILES ... CCSC.NCCO
E_LUMO ... 0.9 eV

Structure (ORCA input):
```
! RIJCOSX wB97M-V def2-TZVPD def2/J DEFGRID3
* xyz 0 1
C -0.29 1.61 1.49
O -0.12 0.27 1.91
C -1.58 1.78 0.72
N -1.63 3.07 0.02
H -0.31 2.24 2.38
H 0.58 1.90 0.90
H -0.13 -0.31 1.13
H -1.63 0.98 -0.03
H -2.44 1.62 1.39
H -1.56 3.79 0.73
H -2.56 3.23 -0.35
C 1.11 0.42 -2.09
C 1.50 -0.86 -1.37
S 0.03 -1.71 -0.65
C 0.88 -2.88 0.45
H 2.01 0.85 -2.52
H 0.63 1.12 -1.41
H 0.38 0.24 -2.88
H 2.16 -0.65 -0.53
H 1.98 -1.60 -2.01
H 1.67 -3.40 -0.10
H 1.29 -2.37 1.31
H 0.14 -3.63 0.71
*
```


Verdict on stability: #i comes out at the bottom.


#i
# C2H2Cl2P2

A cluster of 2 separate species, C2H2Cl2P2 in total (ωB97M-V/def2-TZVPD, the OMol25 dataset).

Output
Frontier orbital gap (alpha / beta) ... 8.53 / 6.99 eV
E_LUMO (alpha / beta) ... -0.4 / -1.2 eV

Structure (ORCA input):
```
! RIJCOSX wB97M-V def2-TZVPD def2/J DEFGRID3
* xyz 0 1
C 0.93 -0.37 -1.05
C -0.97 -0.31 0.96
P 1.82 1.02 -0.76
P -1.44 -1.85 0.55
Cl 1.18 -1.47 -2.27
Cl -0.63 1.14 1.60
H 2.90 0.71 -1.73
H -2.74 -1.79 0.91
*
```


#ii
# C2H2Cl2P2

A cluster of 2 separate species, C2H2Cl2P2 in total (ωB97M-V/def2-TZVPD, the OMol25 dataset).

Output
Frontier orbital gap (alpha / beta) ... 7.39 / 7.39 eV
SMILES ... [H]/P=C(\Cl)C#P.Cl
E_LUMO (alpha / beta) ... -1.4 / -1.4 eV

Structure (ORCA input):
```
! RIJCOSX wB97M-V def2-TZVPD def2/J DEFGRID3
* xyz 0 1
C 0.34 -1.06 -0.13
C 1.20 0.07 -0.04
P -0.87 -2.07 -0.35
P 0.70 1.42 -0.97
Cl -3.36 -0.11 0.23
Cl 2.61 -0.21 0.89
H -2.43 -0.10 0.94
H 1.82 2.04 -0.57
*
```


Verdict on stability: #i comes out at the bottom.


#i
# C6H17N3

A structure of composition C6H17N3 (ωB97M-V/def2-TZVPD, the OMol25 dataset).

Output
Frontier orbital gap ... 8.92 eV
E_LUMO ... 0.7 eV

Structure (ORCA input):
```
! RIJCOSX wB97M-V def2-TZVPD def2/J DEFGRID3
* xyz 0 1
C 0.00 1.82 1.09
C 0.10 3.30 1.43
C 1.33 1.13 0.87
N 1.24 -0.16 0.41
N 2.41 1.77 1.14
H -0.43 -1.40 0.42
H 2.15 -0.61 0.42
H 3.24 1.21 0.96
H -0.64 1.69 0.21
H -0.51 1.28 1.90
H -0.89 3.73 1.61
H 0.58 3.84 0.62
H 0.72 3.44 2.32
C 0.73 -0.15 -1.44
C -2.20 -1.43 -0.72
C -0.45 -3.13 -0.73
N -0.82 -1.76 -0.46
H -2.91 -2.13 -0.24
H -0.52 -3.32 -1.80
H 1.63 0.43 -1.68
H -0.15 0.47 -1.41
H 0.72 -0.97 -2.15
H -2.42 -0.43 -0.35
H -2.39 -1.47 -1.79
H -1.10 -3.86 -0.22
H 0.57 -3.30 -0.40
*
```


#ii
# C6H17N3

A cluster of 2 separate species, C6H17N3 in total (ωB97M-V/def2-TZVPD, the OMol25 dataset).

Output
Frontier orbital gap ... 8.16 eV
SMILES ... C=C(C)N(C)N.CNC
E_LUMO ... 1.0 eV

Structure (ORCA input):
```
! RIJCOSX wB97M-V def2-TZVPD def2/J DEFGRID3
* xyz 0 1
C -1.93 1.36 -1.30
C -1.61 0.37 1.39
N -0.66 1.51 -0.64
C -0.43 0.81 0.56
N -0.25 2.89 -0.66
C 0.85 0.62 1.00
H 0.75 2.93 -0.81
H -0.46 3.34 0.23
H -1.84 1.79 -2.29
H -2.76 1.87 -0.80
H -2.17 0.30 -1.38
H -1.28 0.09 2.38
H -2.09 -0.50 0.95
H -2.36 1.16 1.48
H 1.65 1.11 0.48
H 1.05 0.37 2.03
C 2.55 -1.90 0.06
C 0.20 -1.98 -0.80
N 1.14 -1.81 0.41
H 0.92 -2.55 1.07
H 2.80 -1.01 -0.52
H 2.80 -2.79 -0.54
H 3.15 -1.93 0.96
H -0.82 -2.15 -0.46
H 0.26 -1.07 -1.38
H 0.52 -2.84 -1.41
*
```


Verdict on stability: #i comes out at the bottom.


#i
# C12H12

The molecule C12H12 (ωB97M-V/def2-TZVPD, the OMol25 dataset).

Output
Frontier orbital gap ... 8.92 eV
SMILES ... C1=C[C@]2(C3=C1CC3)[C@]13CC[C@@]12C3
E_LUMO ... 0.9 eV

Structure (ORCA input):
```
! RIJCOSX wB97M-V def2-TZVPD def2/J DEFGRID3
* xyz 0 1
C -1.91 -2.09 -0.05
C -0.53 -2.35 -0.07
C -2.12 -0.66 0.00
C 0.15 -0.90 0.14
C -2.99 0.62 0.04
C -1.62 1.36 0.07
C 1.70 0.84 0.74
C 1.67 0.86 -0.76
C 2.30 -1.53 -0.02
C -0.95 0.00 0.11
C 1.48 -0.66 0.89
C 1.32 -0.67 -0.76
H -2.75 -2.77 -0.09
H 0.07 -3.24 0.14
H -3.62 0.97 -0.74
H -3.63 0.68 0.96
H -1.54 2.11 -0.65
H -1.28 1.87 1.05
H 2.72 1.22 1.17
H 0.85 1.26 1.18
H 0.71 1.27 -1.20
H 2.58 1.13 -1.26
H 3.32 -1.38 -0.27
H 2.00 -2.61 0.09
*
```


#ii
# C12H12

A cluster of 2 separate species, C12H12 in total (ωB97M-V/def2-TZVPD, the OMol25 dataset).

Output
Frontier orbital gap ... 9.93 eV
SMILES ... c1ccccc1.c1ccccc1
E_LUMO ... 0.9 eV

Structure (ORCA input):
```
! RIJCOSX wB97M-V def2-TZVPD def2/J DEFGRID3
* xyz 0 1
C -3.01 -1.30 -0.56
C -2.70 -1.17 0.73
C -2.73 0.14 1.44
C -2.54 1.32 0.68
C -2.89 1.27 -0.73
C -2.98 -0.02 -1.28
C 1.40 -0.27 -0.39
C 1.93 1.02 -0.29
C 3.20 1.25 0.00
C 4.14 0.36 0.06
C 3.79 -1.08 0.06
C 2.39 -1.23 0.05
H -3.16 -2.20 -1.16
H -2.80 -1.99 1.40
H -2.66 0.00 2.52
H -2.32 2.07 1.32
H -3.16 2.22 -1.07
H -3.19 -0.28 -2.36
H 0.44 -0.62 -0.74
H 1.35 1.96 -0.26
H 3.65 2.36 0.20
H 5.23 0.39 0.32
H 4.54 -1.93 0.30
H 2.09 -2.26 -0.25
*
```


Verdict on stability: #i comes out at the bottom.


#i
# H5O2S

A cluster of 3 separate species, H5O2S in total (ωB97M-V/def2-TZVPD, the OMol25 dataset).

Output
Frontier orbital gap ... 4.79 eV
E_LUMO ... 2.6 eV

Structure (ORCA input):
```
! RIJCOSX wB97M-V def2-TZVPD def2/J DEFGRID3
* xyz -1 1
S -3.79 -1.11 0.00
H -2.53 -0.54 -0.19
H -2.93 3.61 -2.70
H -3.26 4.81 -1.84
O -2.62 4.12 -1.99
H 5.08 -3.53 3.02
H 5.22 -3.43 1.53
O 4.83 -3.94 2.16
*
```


#ii
# H5O2S

A cluster of 3 separate species, H5O2S in total (ωB97M-V/def2-TZVPD, the OMol25 dataset).

Output
Frontier orbital gap ... 6.60 eV
E_LUMO ... 3.8 eV

Structure (ORCA input):
```
! RIJCOSX wB97M-V def2-TZVPD def2/J DEFGRID3
* xyz -1 1
S -0.73 -2.13 0.49
H 0.04 -1.41 1.25
H -0.65 1.62 -1.03
H -0.60 1.05 -2.41
O -0.58 1.88 -1.96
H 1.15 1.10 1.02
H 2.52 1.37 0.80
O 1.72 1.89 0.95
*
```


Verdict on stability: #i comes out at the bottom.


#i
# C23H29N3O3

The molecule C23H29N3O3 (ωB97M-V/def2-TZVPD, the OMol25 dataset).

Output
Frontier orbital gap ... 9.32 eV
E_LUMO ... 0.3 eV

Structure (ORCA input):
```
! RIJCOSX wB97M-V def2-TZVPD def2/J DEFGRID3
* xyz 0 1
C -2.44 1.31 2.72
C -3.17 1.37 1.39
C -3.52 0.00 0.81
N -3.53 0.21 -0.63
C -3.60 -0.76 -1.58
O -3.45 -0.50 -2.76
C -3.87 -2.18 -1.11
C -3.08 -3.17 -1.97
C -1.56 -3.03 -1.81
C -1.21 -4.00 -0.67
N -2.26 -5.00 -0.78
C -3.37 -4.57 -1.44
O -4.41 -5.19 -1.54
C -3.05 1.52 -1.02
C -2.44 2.12 0.25
N -0.98 2.05 0.29
C -0.22 0.93 0.23
O -0.69 -0.20 0.14
C 1.26 1.15 0.28
C 2.21 0.56 1.34
C 3.12 1.33 0.34
C 4.60 1.48 0.39
C 5.18 2.74 0.49
C 6.57 2.87 0.54
C 7.37 1.75 0.49
C 6.79 0.49 0.39
C 5.41 0.36 0.34
C 2.07 2.47 0.38
C 2.27 0.68 -0.79
H -1.52 0.74 2.62
H -2.20 2.31 3.08
H -3.06 0.82 3.47
H -4.11 1.92 1.53
H -2.76 -0.73 1.10
H -4.49 -0.35 1.17
H -3.61 -2.31 -0.06
H -4.94 -2.38 -1.21
H -3.41 -3.08 -3.00
H -1.07 -3.36 -2.73
H -1.24 -2.01 -1.59
H -0.23 -4.44 -0.79
H -1.24 -3.49 0.30
H -2.30 -5.83 -0.21
H -2.32 1.43 -1.83
H -3.87 2.15 -1.39
H -2.66 3.18 0.32
H -0.48 2.92 0.37
H 2.14 0.98 2.35
H 2.31 -0.53 1.35
H 4.55 3.62 0.53
H 7.01 3.85 0.61
H 8.45 1.85 0.52
H 7.42 -0.40 0.35
H 4.96 -0.63 0.26
H 2.04 3.13 -0.50
H 1.99 3.02 1.32
H 2.37 -0.40 -0.91
H 2.25 1.21 -1.74
*
```


#ii
# C23H29N3O3

The molecule C23H29N3O3 (ωB97M-V/def2-TZVPD, the OMol25 dataset).

Output
Frontier orbital gap ... 9.94 eV
SMILES ... CCOC(=O)N1CCC2(CC1)[C@H](C(=O)[C@]13C[C@H]4C[C@H](C[C@H](C4)C1)C3)C2(C#N)C#N
E_LUMO ... 0.4 eV

Structure (ORCA input):
```
! RIJCOSX wB97M-V def2-TZVPD def2/J DEFGRID3
* xyz 0 1
C 6.49 1.87 1.84
C 6.08 1.49 0.43
H 6.19 2.33 -0.26
H 6.69 0.66 0.06
O 4.71 1.08 0.46
C 4.22 0.65 -0.72
O 4.87 0.59 -1.74
N 2.90 0.33 -0.64
C 2.26 -0.29 -1.78
H 2.92 -0.18 -2.64
C 1.99 -1.77 -1.49
C 1.19 -1.88 -0.21
C -0.32 -1.82 -0.33
C -1.14 -1.12 0.69
O -0.95 -1.30 1.87
C -2.22 -0.16 0.22
C -2.26 0.14 -1.28
C -3.41 1.11 -1.58
C -4.74 0.48 -1.16
C -4.71 0.19 0.33
C -3.57 -0.78 0.65
H -3.54 -1.00 1.71
H -3.72 -1.72 0.11
C -4.50 1.49 1.11
C -3.18 2.12 0.69
C -3.20 2.42 -0.81
H -4.01 3.11 -1.04
H -2.26 2.89 -1.12
C -2.03 1.16 0.99
H -1.98 0.95 2.06
H -1.08 1.62 0.70
H -3.02 3.05 1.24
H -5.32 2.17 0.91
H -4.49 1.28 2.18
H -5.65 -0.27 0.64
H -5.56 1.16 -1.39
H -4.90 -0.44 -1.72
H -3.42 1.32 -2.65
H -1.32 0.57 -1.61
H -2.44 -0.78 -1.85
H -0.70 -1.81 -1.34
C 0.38 -3.14 0.05
C 0.35 -4.17 -0.93
N 0.32 -4.98 -1.74
C 0.28 -3.66 1.38
N 0.25 -4.15 2.41
C 1.88 -1.21 0.96
H 1.27 -1.26 1.86
H 2.83 -1.72 1.15
C 2.16 0.25 0.59
H 2.73 0.74 1.38
H 1.21 0.78 0.46
H 1.47 -2.23 -2.33
H 2.95 -2.29 -1.36
H 1.31 0.23 -1.97
H 5.86 2.69 2.20
H 6.37 1.03 2.51
H 7.52 2.19 1.85
*
```


Verdict on stability: #i comes out at the bottom.